(1)
45
Properties=species:S:1:pos:R:3:forces:R:3 method="wB97M-V/def2-TZVPD" homo_lumo_gap_ev=10.0830 smiles="CC[C@@H](F)[C@@]1([C@H](Cl)CC)OS(=O)(=O)O[C@]1(S)CCC(C)C" multiplicity=1 e_tot_ev=-58967.58570
C 0.7666 -3.9898 0.4828 0.103 1.120 -0.729
C 0.1548 -2.6773 -0.2117 -0.166 -1.612 1.321
C -0.9448 -2.1229 0.7696 0.128 0.016 -1.133
F -0.7048 -2.4470 2.1200 0.078 0.628 -1.264
C -1.2575 -0.5607 0.5979 -0.696 -1.447 0.546
C -2.2295 -0.3704 -0.6372 -1.019 0.432 0.632
Cl -1.4266 -0.5709 -2.2604 -0.321 0.132 0.840
C -3.1116 0.9577 -0.5318 -0.301 0.241 -0.508
C -4.6243 0.6595 -0.1772 -0.215 0.030 0.530
O -2.2052 -0.3676 1.7137 1.245 1.302 1.474
S -1.5317 0.5460 2.9158 -0.940 2.984 3.496
O -2.4493 1.5736 3.4611 1.232 -2.414 -2.368
O -0.8575 -0.1402 4.0355 -0.770 0.397 -3.752
O -0.5423 1.4134 1.8643 -1.274 -2.762 0.827
C -0.0795 0.4751 0.8396 0.947 1.647 -0.864
S 1.4415 -0.2094 1.7054 0.173 -0.266 -0.159
C 0.2930 1.4987 -0.3339 -0.199 -0.659 -0.455
C 1.4178 0.9848 -1.3192 -0.133 0.983 -0.783
C 2.7392 1.8665 -1.3582 1.160 -1.637 0.182
C 3.2401 2.3779 0.0484 0.314 0.919 -1.153
C 3.9001 0.9074 -1.9245 -0.036 0.658 1.031
H -0.0582 -4.6401 0.8718 0.908 0.498 -0.293
H 1.3700 -4.5210 -0.3075 -0.555 0.357 1.039
H 1.4256 -3.6094 1.3122 -0.666 -0.826 -0.712
H 1.0081 -1.9867 -0.4031 -1.007 -0.411 -0.119
H -0.3751 -3.0220 -1.1350 0.635 0.730 0.595
H -1.8982 -2.6695 0.5152 0.825 0.692 0.343
H -2.9785 -1.2105 -0.5615 1.043 0.736 -0.182
H -3.0969 1.5078 -1.5164 0.209 -0.738 0.932
H -2.7053 1.6685 0.2304 -0.177 -0.691 -0.634
H -4.9254 -0.3970 -0.4007 0.345 0.872 0.042
H -4.8332 0.8203 0.9204 0.364 -0.202 -1.116
H -5.3329 1.3294 -0.7332 0.800 -0.561 0.420
H 2.3292 -0.6401 0.7477 -0.953 0.400 0.166
H 0.5497 2.4564 0.1936 0.063 -1.087 -0.506
H -0.6091 1.7453 -0.9664 0.728 -0.439 0.957
H 0.9905 1.0302 -2.3651 0.407 -0.182 1.095
H 1.6846 -0.1012 -1.1739 -0.347 1.224 0.095
H 2.6709 2.7247 -2.0880 -0.278 -0.752 0.976
H 4.2325 2.8901 -0.1341 -1.042 -0.431 0.238
H 3.4400 1.5748 0.7959 -0.548 0.668 -0.600
H 2.5391 3.1769 0.3975 0.623 -0.853 0.257
H 3.9446 0.9006 -3.0414 0.019 -0.207 0.986
H 3.7798 -0.1273 -1.4881 0.053 0.939 -0.725
H 4.8594 1.2953 -1.4704 -0.762 -0.430 -0.969

(2)
50
Properties=species:S:1:pos:R:3:forces:R:3 method="wB97M-V/def2-TZVPD" de_lowest_kcal_mol=0.0 s_squared=6.0556 homo_lumo_gap_ev="8.8632 / 5.0096" multiplicity=5 charge=+3 e_tot_ev=-56673.51642
Pd 8.6914 10.2252 9.0186 0.861 -0.620 -0.586
C 10.7290 12.1550 13.2644 -0.104 0.135 0.335
O 11.0454 11.7634 11.8811 -0.022 -0.146 0.254
C 10.1401 11.3579 11.0268 0.893 0.035 0.446
O 10.5113 10.8712 9.9232 -1.170 0.900 1.877
N 8.8600 11.5263 11.4577 -2.012 -0.657 -0.803
N 7.6982 11.1030 10.6294 1.636 1.196 2.043
H 11.6949 12.2047 13.7734 -0.197 -0.029 -0.272
H 10.1108 11.3888 13.7926 0.428 0.477 -0.598
H 10.2634 13.1637 13.3087 0.211 -0.690 -0.249
H 8.6530 11.8060 12.4147 0.150 -0.009 -0.468
H 7.1869 11.9610 10.4068 -0.166 -0.500 0.241
H 7.1622 10.3802 11.1297 0.159 0.719 -0.129
O 6.9112 9.5281 6.6947 1.207 0.888 2.623
C 7.4069 9.8269 7.6894 -2.915 -1.431 -3.822
O 7.8718 8.4010 10.8771 0.112 0.449 -0.396
S 8.0390 6.8978 10.7751 -0.732 0.204 0.172
C 6.3584 6.2367 10.5514 0.353 -0.732 -0.510
C 5.7404 6.1908 11.9236 -0.409 -0.177 0.742
C 6.8281 5.9678 13.0109 -0.280 -0.344 0.492
C 8.2081 6.3723 12.4916 0.802 -0.212 0.458
H 6.5183 5.2350 10.1272 -0.085 0.255 -0.090
H 5.8225 6.8825 9.8527 0.254 -0.156 -0.118
H 4.9993 5.3662 11.9707 0.344 0.614 -0.086
H 5.2260 7.1385 12.0737 -0.102 -0.062 0.251
H 6.8369 4.9155 13.3454 0.133 0.414 -0.382
H 6.6334 6.5486 13.9249 -0.175 -0.104 -0.439
H 8.9406 5.5650 12.4581 -0.057 -0.078 0.145
H 8.6620 7.2164 13.0357 -0.118 -0.248 -0.386
C 5.5159 13.3085 6.0314 -0.017 -0.128 0.408
C 6.9847 13.3813 5.7194 0.271 -0.459 -0.888
S 7.9896 13.8261 7.1474 0.266 -1.733 -0.298
O 7.6719 12.8206 8.2371 0.562 1.194 -0.817
C 9.7055 13.6316 6.4919 0.581 0.209 -0.290
C 9.9878 12.5144 5.4673 -0.911 -0.581 0.424
H 4.9775 13.0275 5.1220 0.015 0.086 0.208
H 5.2039 14.2815 6.3750 -0.512 0.341 -0.072
H 5.3020 12.5941 6.8356 0.034 0.029 -0.345
H 7.2363 14.1041 4.9237 -0.076 0.012 0.417
H 7.4246 12.4125 5.3946 -0.283 0.439 0.351
H 10.3063 13.5190 7.3779 0.216 0.029 0.534
H 9.9377 14.6148 6.0689 -0.191 0.028 0.089
H 9.8224 11.5112 5.8960 -0.008 0.402 -0.084
H 11.0140 12.5307 5.0957 0.038 0.454 0.339
H 9.3496 12.6137 4.5985 0.008 0.026 -0.235
N 10.0293 9.4218 7.5073 3.257 -0.274 -0.075
C 11.2143 9.4408 7.6292 -3.083 -0.085 -0.411
N 12.4591 9.5614 7.8991 1.202 -0.149 -0.233
C 13.4250 9.2501 7.1014 0.230 -0.159 -0.385
N 14.3358 8.9890 6.3874 -0.599 0.228 0.620

(3)
46
Properties=species:S:1:pos:R:3:forces:R:3 method="wB97M-V/def2-TZVPD" s_squared=2.0209 homo_lumo_gap_ev="5.6283 / 7.5953" multiplicity=3 charge=+1 e_tot_ev=-38373.80706
Pt 0.5799 -0.8479 -1.8464 0.041 -6.416 -3.372
C -0.9462 3.0551 -1.8146 -0.036 -0.425 0.002
C -0.6199 1.5844 -1.8315 -4.429 0.226 0.069
N 0.5845 1.1277 -1.8464 0.456 -1.156 -0.319
N 1.7716 1.7300 -1.8242 2.124 -1.497 0.151
C 2.9015 0.9093 -1.8056 -0.129 3.137 -0.127
N 4.0691 1.6206 -1.7375 -0.027 -0.535 -0.038
S 2.9735 -0.7825 -1.8464 -1.350 0.233 -0.473
C -1.7697 0.5554 -1.8417 2.739 2.452 0.015
C -3.0934 0.9844 -1.8421 -1.358 -0.786 0.000
C -4.1084 0.0267 -1.8467 0.377 1.065 0.027
C -3.7828 -1.3258 -1.8502 0.491 -0.401 0.024
C -2.4459 -1.6812 -1.8501 0.281 -0.446 -0.142
N -1.4391 -0.7871 -1.8464 -0.807 1.376 -0.288
H -0.0440 3.6698 -1.8188 -0.089 0.007 -0.007
H -1.5177 3.2968 -0.9141 0.003 0.155 -0.153
H -1.5303 3.3123 -2.7030 0.017 0.144 0.161
H 1.8396 2.7230 -1.6580 0.130 0.070 0.005
H 4.1038 2.5656 -2.0897 0.074 -0.089 0.022
H 4.9191 1.0758 -1.8311 -0.194 0.290 -0.007
H -3.3618 2.0333 -1.8386 0.201 -0.078 -0.016
H -5.1507 0.3349 -1.8468 0.197 0.003 -0.008
H -4.5547 -2.0878 -1.8529 0.229 0.048 0.009
H -2.1380 -2.7230 -1.8525 -0.049 0.158 -0.019
C -1.8472 -1.0764 1.4527 0.125 0.036 -0.134
N -0.5794 -1.1203 2.1856 -0.462 0.345 0.161
C -0.5211 -2.2341 3.1326 0.176 -0.006 0.342
C 0.5660 -0.8054 1.4845 -0.531 -0.229 0.486
N 0.5799 -0.8479 0.1922 1.367 0.439 2.262
N 1.6487 -0.4371 2.2461 -0.052 -0.131 0.103
C 1.4799 0.3595 3.4580 -0.266 -0.065 0.391
C 3.0106 -0.4991 1.7411 -0.127 -0.162 -0.308
H -2.6931 -1.1329 2.1466 0.342 -0.046 0.037
H -1.9242 -1.9105 0.7464 -0.056 0.056 0.035
H -1.9455 -0.1338 0.9030 0.162 -0.209 0.053
H -0.5819 -3.1911 2.6025 -0.033 -0.009 0.010
H -1.3564 -2.1746 3.8387 0.118 0.077 -0.217
H 0.4004 -2.2341 3.7219 -0.103 0.147 -0.232
H 1.4849 -0.5412 -0.1546 0.612 0.370 1.966
H 0.4866 0.8170 3.5199 0.162 -0.310 -0.139
H 2.2069 1.1789 3.4914 -0.002 -0.222 -0.187
H 1.6331 -0.2658 4.3430 -0.020 0.173 0.053
H 3.1644 -1.3990 1.1360 -0.115 0.175 0.075
H 3.7318 -0.5395 2.5649 -0.338 0.053 -0.050
H 3.2335 0.3814 1.1300 0.199 0.030 -0.043
H 0.5799 -2.5657 -1.8464 -0.049 1.956 -0.183

(4)
46
Properties=species:S:1:pos:R:3:forces:R:3 method="wB97M-V/def2-TZVPD" homo_lumo_gap_ev=5.8355 multiplicity=1 e_tot_ev=-43289.77777
C 2.1311 0.9932 3.9920 0.724 -0.051 -0.287
C 1.8304 0.9810 2.4904 -0.547 -0.014 0.462
B 0.4908 1.6978 2.1139 0.107 -0.156 -0.194
O -0.0802 2.6864 2.8674 -0.326 0.196 -0.555
C -0.2522 1.2404 0.7817 0.467 0.265 0.579
N -1.4692 0.6269 0.6607 0.136 0.219 0.217
C -1.7281 0.3507 -0.6102 -0.377 -0.462 0.032
S -3.1419 -0.5374 -1.0807 -0.145 0.556 -0.765
N -0.6913 0.7943 -1.3363 -0.296 1.250 -0.357
C -0.5565 0.5803 -2.7886 -0.756 -0.938 0.318
C -0.2687 -0.9313 -2.9355 -0.533 0.542 0.336
F 0.1725 -1.2903 -1.6937 1.224 -1.260 0.200
C 0.2477 1.3561 -0.4726 -0.277 -0.146 -0.227
C 1.5709 1.9175 -0.8578 0.201 -0.114 -0.590
C 1.5984 2.8489 -2.0835 0.067 0.182 0.690
C 0.3944 3.7770 -2.1798 0.445 0.163 -0.439
I 3.3904 4.0418 -1.8996 0.111 -0.100 -0.110
H 3.1550 0.6646 4.1452 0.168 -0.093 0.122
H 1.5076 0.2874 4.5262 -0.310 0.102 0.163
H 2.0651 1.9850 4.4251 -0.242 0.112 0.140
H 1.6972 -0.0539 2.1762 0.256 -0.160 -0.257
H 2.6743 1.3818 1.9292 0.101 0.036 -0.183
H 0.4032 3.5163 2.8580 0.115 0.030 0.580
H -2.0669 0.3653 1.4298 -0.179 -0.242 -0.102
H -2.7799 -1.6843 -0.4137 0.032 -1.015 1.204
H 0.1534 1.2499 -3.2373 0.297 0.066 0.159
H -1.5277 0.7388 -3.2426 -0.139 0.411 -0.054
H 0.4508 -1.2267 -3.6878 0.158 0.150 -0.178
H -1.2256 -1.4223 -3.0697 -0.016 -0.326 -0.296
H 1.9707 2.4808 -0.0248 -0.157 0.019 0.342
H 2.2760 1.1040 -1.0191 0.135 -0.138 -0.061
H 1.7666 2.2674 -2.9772 0.054 0.131 -0.292
H -0.3465 3.3747 -2.8645 -0.333 -0.139 0.171
H 0.7012 4.7252 -2.6014 -0.064 0.203 -0.120
H -0.0316 3.9831 -1.2052 -0.177 -0.087 0.163
C -0.9258 -4.4178 1.8799 0.041 -0.358 -0.075
C -1.9681 -4.1170 0.7856 0.497 0.596 0.101
C -1.2285 -3.7685 -0.4990 0.474 -0.384 -0.467
O -2.7424 -3.0352 1.1245 -0.323 0.428 -0.656
H -0.2949 -3.5407 2.0522 -0.078 0.074 -0.011
H -1.4249 -4.6782 2.8142 -0.040 0.090 0.026
H -0.2711 -5.2582 1.6069 -0.062 0.056 0.003
H -2.4965 -5.0836 0.5976 -0.316 0.302 0.143
H -0.6324 -2.8767 -0.2988 -0.023 -0.015 -0.026
H -1.9460 -3.5460 -1.2967 -0.017 0.008 0.043
H -0.5507 -4.5487 -0.8807 -0.074 0.010 0.110

(5)
43
Properties=species:S:1:pos:R:3:forces:R:3 method="wB97M-V/def2-TZVPD" homo_lumo_gap_ev=2.1894 multiplicity=1 charge=+2 e_tot_ev=-95876.66165
C -1.5941 -1.0054 2.2252 2.238 -0.395 -1.846
C -0.1683 -1.0995 2.9725 -0.746 1.306 1.420
C 0.4734 0.3623 3.2558 0.620 -0.730 -0.893
C 1.2784 0.9248 1.9563 0.143 -0.642 1.118
C 2.7429 0.2274 1.9741 0.330 0.449 -0.056
C 3.2670 -0.1790 0.5159 -0.117 -0.702 0.786
C 2.3848 -1.3398 -0.1959 0.911 0.938 -1.268
C 1.8086 -0.7909 -1.5967 -0.389 0.223 0.341
C 0.3533 -1.4427 -1.9639 1.158 1.282 -0.178
C -0.7024 -0.2382 -1.9160 -0.169 0.094 -1.306
C -2.0831 -0.5330 -2.6699 -0.291 0.003 0.529
C -3.1386 0.7091 -2.5915 -1.044 -2.618 -0.586
O -2.8331 1.6508 -1.5247 1.190 1.675 -3.156
C -2.0849 2.7591 -1.9526 1.602 3.381 4.005
O -1.7621 3.5954 -1.0659 -1.587 -3.420 -2.908
O -1.6196 2.9935 -3.2744 -1.310 -1.931 1.981
Br 0.1595 3.4227 -3.1689 0.082 0.202 -0.403
H -2.4114 -0.7272 3.0274 0.351 -0.422 0.076
H -1.8189 -2.0107 1.7341 -0.471 1.320 0.898
H -1.5963 -0.1953 1.4076 -0.158 -0.922 1.188
H 0.5443 -1.7696 2.3718 -1.224 0.935 0.677
H -0.3701 -1.5721 3.9997 0.466 0.281 -1.600
H 1.2551 0.2065 4.0729 -1.248 0.438 -0.890
H -0.3156 1.1155 3.6242 0.828 -1.041 -0.414
H 0.7133 0.6528 0.9923 0.786 0.630 1.318
H 1.3871 2.0504 2.1041 -0.237 -1.512 -0.620
H 3.5082 0.9770 2.4064 -1.305 -1.116 -0.571
H 2.7393 -0.6553 2.7184 0.018 1.101 -1.367
H 4.3382 -0.5902 0.6279 -1.601 0.943 -0.205
H 3.2725 0.7774 -0.1093 0.128 -1.414 0.716
H 1.4907 -1.6795 0.4267 1.339 0.301 -0.594
H 3.1123 -2.1952 -0.4486 -1.488 0.969 0.744
H 1.6799 0.3508 -1.4843 0.079 -1.704 -0.200
H 2.5583 -0.9166 -2.4629 -1.136 -0.022 1.461
H 0.4711 -1.8388 -3.0360 -0.686 0.315 1.718
H 0.1304 -2.2637 -1.2023 0.103 0.923 -1.290
H -0.9212 0.1245 -0.8540 0.440 -0.552 -1.250
H -0.2096 0.6419 -2.4809 -0.731 -1.293 1.035
H -2.5903 -1.4551 -2.1907 0.803 1.387 -0.755
H -1.9199 -0.7864 -3.7697 -0.041 0.351 1.511
H -3.3191 1.1718 -3.6141 0.553 -0.188 1.546
H -4.1390 0.2134 -2.2949 1.461 1.115 -0.389
Sn -4.0710 0.3568 3.4547 0.350 0.060 -0.322